1.
This record from the OMol25 dataset describes a 9-piece molecular cluster, C20H45BCl16N2O6P overall. The level of theory is ωB97M-V/def2-TZVPD.

The calculation puts the HOMO energy at -4.3884 eV. The value obtained for the frontier orbital gap is 0.2288 Ha. As for the total charge: -1.

The geometry in XYZ format:
```
91
Properties=species:S:1:pos:R:3:lowdin_charge:R:1
C -3.02 -4.01 0.98 -0.17
N -2.13 -3.05 0.30 -0.09
C -2.81 -1.96 -0.40 -0.18
C -2.52 -0.54 0.22 -0.41
P -3.60 -0.47 1.67 0.51
O -4.99 -0.90 1.47 -0.28
O -2.83 -1.41 2.72 -0.12
O -3.54 0.99 2.35 -0.14
O -1.19 -0.47 0.63 -0.08
B -0.36 0.03 -0.54 -0.56
O -1.40 0.47 -1.53 -0.06
C -2.65 0.55 -0.93 -0.49
N -3.65 0.10 -1.91 0.09
C -2.99 2.03 -0.54 -0.10
C -1.90 3.07 -0.20 -0.17
C -1.77 3.44 1.29 -0.20
C -0.52 4.25 1.66 -0.22
C 0.74 3.40 1.77 -0.20
C 1.95 4.16 2.34 -0.18
C 3.17 3.93 1.50 -0.26
O 3.44 2.55 1.52 -0.19
C 3.71 1.95 0.28 -0.13
H -2.95 -5.01 0.56 0.01
H -2.74 -4.11 2.04 0.06
H -4.07 -3.70 0.98 0.07
H -1.60 -3.58 -0.40 0.00
H -3.89 -2.14 -0.46 0.10
H -2.45 -1.90 -1.43 0.08
H -1.99 -1.04 3.00 0.08
H -2.94 1.05 3.10 0.07
H 0.32 0.98 -0.16 0.06
H 0.34 -0.87 -1.02 0.05
H -3.48 0.64 -2.75 0.08
H -4.58 0.32 -1.58 0.01
H -3.50 2.41 -1.44 0.09
H -3.75 2.06 0.25 0.09
H -0.94 2.77 -0.62 0.09
H -2.18 4.00 -0.72 0.10
H -1.78 2.54 1.90 0.09
H -2.64 4.06 1.55 0.11
H -0.68 4.73 2.63 0.10
H -0.36 5.03 0.91 0.11
H 0.52 2.53 2.40 0.12
H 1.00 3.01 0.78 0.09
H 2.19 3.78 3.34 0.11
H 1.75 5.24 2.42 0.11
H 4.04 4.48 1.88 0.11
H 2.98 4.26 0.47 0.12
H 3.34 0.92 0.33 0.09
H 4.78 1.93 0.09 0.01
H 3.17 2.44 -0.53 0.08
C 7.47 1.23 2.19 -1.02
Cl 7.35 1.86 0.54 0.53
Cl 9.14 0.97 2.70 0.49
H 7.01 1.94 2.86 0.03
H 6.96 0.28 2.22 -0.02
C 0.43 -2.31 -3.78 -1.03
Cl -0.37 -3.46 -2.70 0.56
Cl -0.69 -1.19 -4.54 0.53
H 1.15 -1.76 -3.19 -0.08
H 0.93 -2.88 -4.56 0.02
C 9.22 -3.26 2.58 -1.02
Cl 7.69 -2.38 2.66 0.53
Cl 10.44 -2.61 3.68 0.49
H 9.03 -4.29 2.85 0.02
H 9.60 -3.18 1.56 0.02
C 0.79 -6.58 -0.96 -1.02
Cl -0.69 -6.16 -0.09 0.58
Cl 2.07 -5.39 -0.72 0.50
H 1.14 -7.54 -0.60 0.01
H 0.56 -6.63 -2.02 0.02
C -7.23 3.55 -1.31 -1.03
Cl -6.59 4.43 0.08 0.50
Cl -6.59 1.91 -1.42 0.57
H -8.31 3.50 -1.22 0.02
H -6.93 4.08 -2.21 -0.07
C 4.19 -0.68 -2.79 -1.00
Cl 3.34 -1.88 -1.82 0.55
Cl 3.10 0.52 -3.48 0.53
H 4.91 -0.18 -2.16 0.01
H 4.69 -1.19 -3.61 0.02
C 1.07 -8.20 2.68 -1.02
Cl 0.83 -9.81 1.96 0.49
Cl 2.76 -7.94 3.16 0.50
H 0.80 -7.45 1.95 -0.03
H 0.45 -8.13 3.57 0.03
C -5.71 5.25 -5.37 -1.01
Cl -4.91 3.74 -4.94 0.53
Cl -6.96 5.70 -4.20 0.53
H -4.98 6.04 -5.40 0.02
H -6.19 5.12 -6.34 0.02
```

***

2.
This record from the OMol25 dataset describes C20H45F6N3O7Ti as an isolated structure. The level of theory is ωB97M-V/def2-TZVPD.

The energy above the lowest of the compared OMol25 structures with the same formula, charge and spin comes out at 6.2 kcal/mol. The calculation puts the HOMO energy (alpha / beta) at -0.0949 / -4.9161 eV. The value obtained for the frontier orbital gap (alpha / beta) is 0.0889 / 0.2612 Ha. As for the multiplicity: 4. As for the total charge: -1. The expectation value of S² is 3.75.

The geometry in XYZ format:
```
82
Properties=species:S:1:pos:R:3:lowdin_spin:R:1
Ti 0.09 0.66 -1.07 2.43
C 2.88 -0.59 -0.01 0.01
O 3.37 -0.56 1.35 0.00
O 1.59 -0.77 -0.02 0.04
C 3.37 0.69 -0.72 0.01
F 3.69 1.69 0.11 0.01
F 4.47 0.46 -1.47 0.00
F 2.46 1.22 -1.59 0.04
C 4.75 -0.76 1.47 0.00
C 5.06 -0.80 2.94 0.00
H 4.44 -1.58 3.39 0.00
H 6.10 -1.04 3.16 0.00
H 4.76 0.14 3.40 0.00
H 5.32 0.05 0.99 0.00
H 5.05 -1.72 1.01 0.00
H 3.38 -1.46 -0.50 0.00
C -2.85 -0.61 0.48 0.01
O -2.58 -1.88 1.12 0.00
O -1.78 -0.13 -0.02 0.05
C -3.99 -0.77 -0.55 0.00
F -3.83 -1.81 -1.40 0.00
F -5.19 -0.99 0.07 0.00
F -4.15 0.32 -1.28 0.00
C -3.58 -2.66 1.69 0.00
C -2.91 -3.88 2.27 0.00
H -2.61 -4.59 1.51 0.00
H -2.04 -3.56 2.86 0.00
H -3.58 -4.37 2.99 0.00
H -4.29 -2.99 0.92 0.00
H -4.20 -2.12 2.43 0.00
H -3.30 0.08 1.25 0.00
C -2.35 2.64 -2.36 0.03
C -0.98 3.26 -2.51 0.03
C -1.07 4.75 -2.82 0.01
O -2.02 5.35 -1.97 0.00
C -2.19 6.71 -2.26 0.00
N -0.17 2.96 -1.31 0.08
H -2.78 2.85 -1.38 0.00
H -2.30 1.56 -2.49 0.02
H -3.04 3.06 -3.10 0.00
H -0.50 2.77 -3.36 0.01
H -1.36 4.91 -3.87 0.00
H -0.09 5.23 -2.65 0.00
H -2.75 7.18 -1.46 0.00
H -2.73 6.85 -3.21 0.00
H -1.22 7.23 -2.32 0.00
H 0.74 3.45 -1.36 0.02
H -0.63 3.51 -0.57 0.01
C 1.63 -1.90 -3.32 0.01
C 0.20 -1.43 -3.55 0.01
C -0.74 -2.09 -2.56 0.02
O -0.56 -3.50 -2.66 0.01
C -1.54 -4.20 -1.94 0.00
N 0.12 0.06 -3.36 0.07
H 2.37 -1.16 -3.64 0.00
H 1.81 -2.85 -3.82 0.00
H 1.86 -2.02 -2.25 0.00
H -0.06 -1.71 -4.58 0.00
H -1.79 -1.84 -2.78 0.00
H -0.51 -1.77 -1.54 0.01
H -1.34 -5.26 -2.06 0.00
H -2.55 -3.96 -2.30 0.00
H -1.52 -3.92 -0.88 0.00
H 0.93 0.43 -3.86 0.01
H -0.67 0.36 -3.95 0.02
C 2.15 -1.10 5.17 0.00
C 0.96 -1.03 4.20 0.00
C 1.00 0.32 3.50 0.00
O -0.14 0.49 2.72 0.00
C -0.14 1.77 2.13 0.02
N 1.01 -2.11 3.19 0.00
H 2.14 -2.06 5.70 0.00
H 2.18 -0.30 5.92 0.00
H 3.09 -0.99 4.62 0.00
H 0.01 -1.09 4.74 0.00
H 1.92 0.42 2.90 0.00
H 0.99 1.09 4.30 0.00
H -0.18 2.55 2.91 0.00
H -0.97 1.84 1.44 0.00
H 0.82 1.89 1.59 0.01
H 1.81 -1.93 2.57 0.00
H 1.21 -3.00 3.64 0.00
```

***

3.
This record from the OMol25 dataset describes C20H45InN3O17 as an isolated structure. The level of theory is ωB97M-V/def2-TZVPD.

The calculation puts the HOMO energy at -5.1117 eV. The value obtained for the frontier orbital gap is 0.1338 Ha. As for the total charge: -1.

The geometry in XYZ format:
```
86
Properties=species:S:1:pos:R:3:lowdin_charge:R:1
In -23.61 6.85 9.87 1.36
O -24.43 2.10 9.86 0.10
C -24.14 3.40 9.97 -0.84
O -24.99 4.18 10.42 -0.04
O -22.98 3.79 9.69 -0.09
H -23.63 1.89 9.37 0.09
O -27.82 9.62 11.13 0.11
C -26.58 9.20 11.07 -0.83
O -25.60 9.96 11.14 0.09
O -26.36 7.99 10.95 0.01
H -28.21 8.75 11.24 0.06
O -20.45 9.58 12.39 0.09
C -21.64 10.01 11.97 -0.84
O -22.49 9.19 11.54 0.01
O -21.85 11.21 11.84 0.07
H -20.02 10.40 12.64 0.10
O -22.93 10.61 6.47 0.10
C -23.24 9.78 7.47 -0.83
O -23.82 10.22 8.51 -0.01
O -23.00 8.58 7.43 -0.01
H -23.40 11.42 6.67 0.11
C -30.41 7.04 7.36 -0.07
O -29.03 7.17 7.90 -0.21
C -28.20 7.79 6.90 -0.21
C -26.77 7.89 7.49 -0.15
N -26.35 6.67 8.20 -0.03
C -26.14 5.53 7.27 -0.17
C -24.88 5.65 6.38 -0.19
O -23.76 5.38 7.21 -0.25
C -22.54 5.49 6.47 -0.09
H -30.92 7.95 7.07 0.08
H -31.07 6.53 8.07 0.08
H -30.33 6.44 6.45 0.08
H -28.60 8.68 6.42 0.12
H -28.20 7.03 6.12 0.10
H -26.73 8.59 8.32 0.12
H -26.13 8.16 6.65 0.12
H -27.15 6.45 8.77 0.09
H -27.01 5.36 6.64 0.10
H -26.02 4.61 7.83 0.12
H -24.81 6.63 5.91 0.12
H -24.95 4.78 5.73 0.12
H -22.47 4.67 5.75 0.08
H -21.72 5.42 7.19 0.07
H -22.48 6.40 5.89 0.09
C -19.65 7.72 8.69 -0.05
O -20.63 6.67 8.87 -0.29
C -20.06 5.45 9.42 -0.17
C -19.99 5.45 11.01 -0.18
N -21.33 5.33 11.56 -0.06
C -21.23 5.71 12.99 -0.16
C -22.65 5.52 13.63 -0.18
O -23.72 6.16 12.90 -0.24
C -24.98 5.86 13.48 -0.10
H -20.08 8.45 7.99 0.09
H -18.69 7.38 8.29 0.08
H -19.64 8.12 9.70 0.09
H -19.03 5.47 9.05 0.10
H -20.49 4.56 8.96 0.11
H -19.52 6.36 11.40 0.11
H -19.33 4.66 11.38 0.11
H -21.69 4.40 11.36 0.09
H -20.89 6.72 13.19 0.11
H -20.50 5.00 13.39 0.11
H -22.65 5.84 14.67 0.11
H -22.78 4.44 13.62 0.12
H -25.20 4.79 13.43 0.09
H -25.83 6.52 13.31 0.09
H -24.83 5.96 14.56 0.07
C -31.25 10.22 14.32 -0.10
C -30.30 9.67 13.31 -0.44
C -30.50 8.20 12.84 -0.12
O -29.27 7.76 12.19 -0.24
C -29.24 6.42 11.70 -0.08
N -30.31 10.74 12.31 0.05
H -31.38 9.54 15.16 0.07
H -32.22 10.46 13.91 0.08
H -30.77 11.10 14.75 0.08
H -29.34 9.76 13.82 0.15
H -31.37 8.11 12.19 0.12
H -30.49 7.49 13.66 0.12
H -29.63 5.73 12.45 0.08
H -28.24 6.09 11.45 0.09
H -29.90 6.30 10.84 0.08
H -31.05 10.60 11.64 0.07
H -29.44 10.56 11.83 0.04
```

***

4.
This record from the OMol25 dataset describes C20H45N2OP3SSc as an isolated structure. The level of theory is ωB97M-V/def2-TZVPD.

The energy above the lowest of the compared OMol25 structures with the same formula, charge and spin comes out at 46.3 kcal/mol. The calculation puts the HOMO energy at -15.2849 eV. The value obtained for the frontier orbital gap is 0.1548 Ha. As for the total charge: +3.

The geometry in XYZ format:
```
73
Properties=species:S:1:pos:R:3:lowdin_charge:R:1
Sc 0.09 0.28 0.03 0.46
P -0.38 0.20 2.73 0.76
P 2.00 -1.47 0.17 0.72
P -2.16 -1.10 0.26 0.76
H 0.25 1.77 -2.22 0.10
C -0.73 1.48 -1.78 -0.09
C -1.23 2.16 -0.67 -0.08
H -0.73 3.07 -0.30 0.06
C 0.61 1.25 3.86 -0.25
C -0.14 -1.39 3.61 -0.23
C -2.04 0.70 3.34 -0.23
C 2.49 -1.31 -1.58 -0.23
C 3.64 -1.35 0.97 -0.23
C 1.65 -3.25 0.40 -0.23
C -3.76 -0.20 0.19 -0.21
C -2.55 -2.51 1.36 -0.23
C -2.25 -1.97 -1.33 -0.25
H -1.34 0.87 -2.45 0.09
H -2.25 2.05 -0.29 0.07
H 0.24 2.28 3.85 0.04
H 1.66 1.25 3.55 0.04
H 0.55 0.85 4.88 0.07
H 0.85 -1.81 3.39 0.05
H -0.91 -2.11 3.31 0.03
H -0.20 -1.22 4.70 0.08
H -2.20 1.77 3.16 0.06
H -2.13 0.52 4.42 0.08
H -2.83 0.14 2.82 0.01
H 2.68 -2.31 -1.99 0.08
H 3.41 -0.71 -1.65 0.08
H 1.74 -0.78 -2.19 0.02
H 4.26 -2.21 0.65 0.08
H 3.53 -1.37 2.06 0.06
H 4.13 -0.41 0.69 0.05
H 2.56 -3.83 0.24 0.08
H 0.86 -3.56 -0.29 0.05
H 1.28 -3.42 1.42 0.05
H -4.52 -0.89 -0.21 0.08
H -3.68 0.67 -0.47 0.04
H -4.07 0.15 1.19 0.05
H -3.34 -3.11 0.88 0.08
H -2.89 -2.18 2.35 0.05
H -1.65 -3.14 1.47 0.05
H -3.28 -2.29 -1.53 0.08
H -1.57 -2.84 -1.34 0.07
H -1.93 -1.29 -2.12 -0.01
C -0.67 -1.78 -4.54 -0.31
C 0.23 -2.35 -5.44 -0.01
C -0.21 -2.66 -6.73 -0.05
C -1.54 -2.48 -7.12 -0.06
C -2.45 -1.99 -6.18 -0.05
C -2.02 -1.65 -4.89 -0.03
O -0.29 -1.13 -3.36 -0.09
H 0.32 -1.63 -2.77 0.07
H 1.27 -2.52 -5.15 0.11
H 0.49 -3.07 -7.46 0.12
H -1.86 -2.73 -8.13 0.12
H -3.51 -1.87 -6.43 0.12
H -2.73 -1.24 -4.17 0.10
C 0.59 4.88 2.84 -0.05
N 1.01 4.19 1.61 0.00
C 2.02 3.30 1.55 -0.72
S 2.01 2.00 0.38 0.67
N 3.08 3.45 2.39 -0.01
C 3.65 4.74 2.76 -0.02
H 1.12 4.52 3.73 0.10
H -0.48 4.71 2.99 0.10
H 0.75 5.96 2.72 0.11
H 0.30 4.06 0.89 0.11
H 3.75 2.68 2.32 0.14
H 4.17 4.62 3.72 0.11
H 4.39 5.09 2.03 0.12
H 2.87 5.50 2.87 0.07
```

***

5.
This record from the OMol25 dataset describes C20H45NbO11P3 as an isolated structure. The level of theory is ωB97M-V/def2-TZVPD.

The calculation puts the HOMO energy at -4.6929 eV. The value obtained for the frontier orbital gap is 0.1738 Ha. As for the total charge: -1.

The geometry in XYZ format:
```
80
Properties=species:S:1:pos:R:3:lowdin_charge:R:1
C 4.84 5.58 -2.51 -0.12
C 3.84 4.79 -1.50 -0.23
C 4.38 4.55 -0.05 -0.05
C 3.46 3.79 0.96 -0.07
C 2.05 3.32 0.49 -0.31
C 1.17 2.50 1.58 -0.42
Nb 1.58 0.27 1.13 1.07
P 2.18 -2.15 0.36 0.38
O 3.33 -1.98 -0.70 -0.51
O 2.85 -3.10 1.62 -0.32
O 0.88 -2.89 -0.48 -0.33
C 1.48 3.55 -0.94 -0.07
C 2.41 4.31 -1.94 -0.05
H 4.24 6.48 -2.89 0.07
H 5.22 4.91 -3.35 0.07
H 5.68 6.01 -1.86 0.06
H 5.43 4.89 0.25 0.08
H 3.79 3.55 2.03 0.09
H 0.09 2.79 1.40 0.03
H 1.54 2.80 2.62 0.03
H 2.08 -0.09 2.84 -0.18
H 3.31 0.76 0.79 -0.13
H 1.09 0.61 -0.59 -0.14
H -0.14 -0.20 1.48 -0.18
H 3.83 -3.05 1.47 0.06
H 0.95 -2.52 -1.39 0.06
H 0.43 3.18 -1.20 0.08
H 2.01 4.47 -3.01 0.08
O -3.63 5.03 2.69 -0.22
P -3.74 5.02 4.22 0.70
O -2.13 4.82 4.54 -0.22
C -1.29 5.96 4.44 -0.30
C -1.53 6.94 5.57 -0.09
O -4.20 3.43 4.36 -0.23
C -4.83 2.76 3.27 -0.31
C -3.80 2.04 2.42 -0.07
O -3.98 5.10 5.92 -0.21
C -5.16 5.78 6.33 -0.31
C -6.42 5.08 5.87 -0.09
H -1.42 6.45 3.47 0.11
H -0.25 5.60 4.49 0.12
H -2.53 7.40 5.48 0.06
H -0.79 7.75 5.56 0.08
H -1.49 6.44 6.54 0.08
H -5.42 3.46 2.68 0.10
H -5.53 2.04 3.69 0.11
H -2.94 2.66 2.18 0.07
H -4.25 1.69 1.48 0.08
H -3.41 1.17 2.95 0.08
H -5.14 6.81 5.95 0.11
H -5.15 5.83 7.42 0.12
H -6.51 5.09 4.77 0.07
H -7.31 5.56 6.28 0.08
H -6.42 4.03 6.17 0.09
O 2.00 -8.08 -3.28 -0.23
P 1.13 -7.35 -4.32 0.69
O 2.32 -7.12 -5.44 -0.23
C 2.69 -8.21 -6.27 -0.30
C 1.61 -8.54 -7.28 -0.09
O 1.19 -5.86 -3.60 -0.23
C 1.45 -5.74 -2.20 -0.29
C 2.93 -5.55 -1.93 -0.07
O 0.05 -6.62 -5.44 -0.22
C -1.32 -6.97 -5.27 -0.31
C -1.87 -6.50 -3.94 -0.08
H 2.92 -9.09 -5.65 0.11
H 3.61 -7.93 -6.79 0.12
H 0.72 -8.93 -6.78 0.06
H 1.96 -9.30 -7.99 0.07
H 1.31 -7.65 -7.83 0.08
H 1.05 -6.61 -1.66 0.10
H 0.90 -4.87 -1.83 0.09
H 3.55 -6.26 -2.49 0.07
H 3.15 -5.65 -0.87 0.08
H 3.24 -4.55 -2.25 0.07
H -1.43 -8.06 -5.36 0.10
H -1.88 -6.51 -6.09 0.12
H -1.39 -7.01 -3.10 0.07
H -2.95 -6.68 -3.88 0.08
H -1.69 -5.43 -3.80 0.09
```

***

6.
This record from the OMol25 dataset describes C20H46CeP4Se as an isolated structure. The level of theory is ωB97M-V/def2-TZVPD.

The calculation puts the HOMO energy (alpha / beta) at -19.7707 / -19.7709 eV. The value obtained for the frontier orbital gap (alpha / beta) is 0.1270 / 0.1271 Ha. As for the total charge: +4.

The geometry in XYZ format:
```
72
Properties=species:S:1:pos:R:3:lowdin_charge:R:1
Ce -0.74 0.04 -0.37 0.47
P -1.38 -2.38 1.46 0.74
P 1.29 -0.53 2.14 0.75
P 1.52 -1.75 -1.05 0.74
H -3.18 3.01 -5.00 0.06
C -3.44 1.94 -5.01 -0.04
C -3.23 0.98 -4.10 -0.07
H -2.90 1.04 -3.05 0.01
C -2.82 -2.29 2.59 -0.24
C -0.47 -3.70 2.37 -0.23
C -2.05 -3.39 0.08 -0.24
C 2.61 0.76 2.18 -0.26
C 0.77 -0.46 3.91 -0.23
C 2.43 -1.96 2.32 -0.23
C 1.30 -1.85 -2.88 -0.26
C 1.94 -3.50 -0.72 -0.21
C 3.20 -0.99 -1.01 -0.22
H -3.99 1.64 -5.90 0.09
H -3.50 -0.03 -4.44 0.07
H -3.64 -1.77 2.08 0.06
H -2.55 -1.73 3.49 0.04
H -3.14 -3.31 2.87 0.08
H -0.02 -3.30 3.28 0.05
H 0.32 -4.13 1.75 0.04
H -1.18 -4.50 2.64 0.09
H -2.61 -2.74 -0.62 0.05
H -2.71 -4.16 0.49 0.09
H -1.22 -3.85 -0.48 0.04
H 3.32 0.49 2.98 0.09
H 2.19 1.74 2.38 0.01
H 3.13 0.77 1.22 0.02
H 1.63 -0.77 4.52 0.08
H -0.07 -1.14 4.10 0.05
H 0.48 0.55 4.20 0.01
H 2.95 -1.83 3.28 0.08
H 3.16 -1.97 1.51 0.02
H 1.87 -2.90 2.34 0.02
H 2.23 -2.25 -3.31 0.07
H 1.11 -0.85 -3.29 0.02
H 0.45 -2.50 -3.12 0.07
H 2.48 -3.91 -1.59 0.09
H 1.03 -4.10 -0.58 0.04
H 2.56 -3.62 0.17 0.05
H 3.73 -1.27 -1.94 0.08
H 3.79 -1.32 -0.15 0.05
H 3.12 0.11 -0.97 0.01
C 1.00 3.03 -2.23 -0.51
C -0.27 3.19 -2.83 -0.05
C -0.36 3.13 -4.20 0.04
C 0.80 3.29 -4.98 0.14
C 2.08 3.31 -4.39 0.06
C 2.17 3.19 -3.01 -0.01
Se 1.20 2.34 -0.50 1.07
H -0.24 0.29 -2.12 -0.11
H -1.17 3.21 -2.23 0.13
H -1.33 2.93 -4.66 0.09
H 0.63 3.39 -6.05 0.17
H 3.00 3.43 -4.98 0.16
H 3.16 3.17 -2.55 0.14
C -0.08 2.74 2.99 -0.23
P -1.22 1.53 2.20 0.74
C -2.36 1.32 3.62 -0.20
C -2.21 2.67 1.15 -0.26
H 0.49 2.31 3.82 0.05
H -0.68 3.56 3.38 0.09
H 0.64 3.13 2.26 0.02
H -2.95 2.24 3.70 0.08
H -1.83 1.14 4.56 0.08
H -3.02 0.45 3.45 0.04
H -2.87 3.23 1.84 0.08
H -1.56 3.36 0.59 0.04
H -2.81 2.10 0.43 0.04
```